A structure of composition C24H31N3OsP2 in a non-equilibrium geometry. Source: the Open Molecules 2025 dataset; level of theory: ωB97M-V with the def2-TZVPD basis set.

Values from the calculation:
* multiplicity: 5
* total charge: +2
* highest occupied orbital energy (spin up / spin down): -11.940 / -13.652 eV
* <S²>: 6.07
* E_tot: -1870.00103 Eh
* energy relative to the best compared isomer or geometry (same formula, charge and spin): 339.6 kJ/mol
* gap between HOMO and LUMO (spin up / spin down): 4.48 / 4.93 eV

```
61
Properties=species:S:1:pos:R:3:lowdin_charge:R:1
C -1.705 2.891 -3.948 0.006
C -1.497 1.700 -3.261 -0.192
C -0.085 1.257 -3.217 -0.162
C 0.971 2.279 -3.157 -0.139
C 0.588 3.574 -3.541 0.020
C -0.673 3.803 -4.121 -0.014
C 2.333 1.896 -3.073 0.124
C 2.519 0.518 -2.867 -0.139
C 1.385 -0.433 -2.920 -0.168
C 1.654 -1.873 -2.677 -0.165
C 2.895 -2.322 -3.119 0.015
C 3.952 -1.422 -3.310 -0.005
C 3.803 -0.069 -2.973 0.029
H -2.698 3.131 -4.339 0.143
H 1.366 4.295 -3.589 0.119
H -0.822 4.723 -4.670 0.125
H 2.922 2.524 -2.383 0.175
H 3.050 -3.398 -3.300 0.145
H 4.902 -1.785 -3.673 0.126
H 4.640 0.604 -3.042 0.128
N 0.280 -0.010 -3.604 0.252
Os -0.363 -0.142 0.210 0.815
C -2.561 0.868 -2.593 -0.224
H -2.564 -0.172 -2.924 0.096
H -3.547 1.335 -2.641 0.101
C 0.574 -2.724 -2.035 -0.213
H -0.370 -2.689 -2.591 0.102
H 0.943 -3.738 -1.874 0.096
P -2.162 0.755 -0.745 0.611
P 0.102 -2.112 -0.322 0.503
C 1.335 -2.952 0.664 -0.245
H 1.086 -2.914 1.726 0.053
H 1.328 -3.984 0.293 0.061
H 2.316 -2.496 0.506 0.058
C -1.429 -2.961 0.063 -0.258
H -1.151 -4.006 0.225 0.062
H -1.902 -2.567 0.962 0.044
H -2.127 -2.881 -0.780 0.049
C -2.468 2.483 -0.295 -0.230
H -3.365 2.773 -0.850 0.061
H -2.639 2.583 0.780 0.046
H -1.617 3.097 -0.611 0.058
C -3.581 -0.180 -0.100 -0.249
H -3.492 -0.341 0.980 0.037
H -4.462 0.438 -0.313 0.064
H -3.642 -1.143 -0.624 0.046
H 0.545 1.123 0.516 -0.025
H 1.301 -0.365 0.162 -0.035
N -1.045 -0.671 6.117 0.153
C -0.767 -0.330 4.802 -0.262
C 0.492 -0.636 4.247 0.027
C 0.702 -0.362 2.909 -0.129
N -0.329 0.155 2.228 -0.234
C -1.507 0.547 2.724 -0.139
C -1.757 0.282 4.034 0.012
H -0.300 -1.124 6.672 0.137
H -1.924 -0.449 6.510 0.100
H 1.273 -1.111 4.810 0.121
H 1.616 -0.526 2.341 0.103
H -2.169 1.037 2.007 0.071
H -2.737 0.526 4.438 0.133
```